(1)
Here is an isolated molecule of C5H8O from the Open Molecules 2025 dataset. Energies are from wB97M-V/def2-TZVPD.

Results
- Structure (SMILES): C#CC(C)(C)O
- E_tot: -7359.1271 eV
- HOMO: -10.16 eV
- Lowest unoccupied orbital energy: 0.95 eV
- Kohn-Sham gap: 11.113 eV
- Total charge: 0
- Relative energy (zero: lowest compared OMol25 entry of this formula, charge and spin): 72.14 kcal per mole

Last column: natural (NBO) charge in e.
Cartesian coordinates (Å):
C1 1.3931 0.3506 0.5556  -0.675
C2 0.0234 0.0976 -0.0507  0.173
C3 -0.0436 0.1207 -1.5718  -0.605
O1 -0.6678 1.4383 0.3559  -0.761
C4 -0.7319 -0.9958 0.5552  -0.026
C5 -1.4315 -1.8143 1.0941  -0.225
H1 1.6920 -0.3083 1.3772  0.222
H2 2.2103 0.4985 -0.1617  0.217
H3 0.9433 1.3222 0.8966  0.288
H4 -1.0920 0.2171 -1.8531  0.228
H5 0.3784 -0.7687 -2.0573  0.222
H6 0.5057 0.9978 -1.9255  0.222
H7 -1.1204 1.3804 1.2181  0.479
H8 -2.0592 -2.5361 1.5674  0.241

(2)
Here is a structure of composition C5H8O from the Open Molecules 2025 dataset. Energies are from wB97M-V/def2-TZVPD.

Results
- E_tot: -7360.6394 eV
- HOMO: -9.67 eV
- Lowest unoccupied orbital energy: 1.13 eV
- Kohn-Sham gap: 10.794 eV
- Total charge: 0
- Relative energy (zero: lowest compared OMol25 entry of this formula, charge and spin): 37.26 kcal per mole

Last column: natural (NBO) charge in e.
Cartesian coordinates (Å):
C1 1.1118 0.4300 -0.6498  -0.439
C2 0.2759 0.9683 0.5240  0.082
C3 -1.1472 0.4611 0.2245  -0.424
C4 -0.7747 -0.9886 -0.2166  -0.432
C5 0.7327 -0.8593 0.1094  0.077
O1 0.7575 -0.1010 1.3563  -0.527
H1 0.7147 0.6254 -1.6552  0.198
H2 2.1807 0.6428 -0.6032  0.220
H3 0.4206 1.9591 0.9584  0.195
H4 -1.7302 0.4446 1.1477  0.218
H5 -1.6564 1.0592 -0.5358  0.205
H6 -1.2754 -1.7790 0.3491  0.216
H7 -1.0127 -1.1529 -1.2770  0.208
H8 1.4026 -1.7096 0.2681  0.204

(3)
Here is an isolated molecule of C5H8O from the Open Molecules 2025 dataset. Energies are from wB97M-V/def2-TZVPD.

Results
- Structure (SMILES): CC#CCCO
- E_tot: -7360.0320 eV
- HOMO: -9.59 eV
- Lowest unoccupied orbital energy: 0.83 eV
- Kohn-Sham gap: 10.425 eV
- Total charge: 0
- Relative energy (zero: lowest compared OMol25 entry of this formula, charge and spin): 51.27 kcal per mole

Last column: natural (NBO) charge in e.
Cartesian coordinates (Å):
C1 -2.5616 0.4357 -0.7245  -0.683
C2 -1.2297 0.5788 -0.2352  0.004
C3 -0.1529 0.5817 0.2775  -0.042
C4 1.2769 0.6573 0.3218  -0.501
C5 1.8392 -0.7228 0.6415  -0.047
O1 1.4378 -1.7681 -0.2109  -0.706
H1 -2.7106 -0.6248 -0.9062  0.235
H2 -3.2334 0.7772 0.0532  0.238
H3 -2.7208 1.0095 -1.6350  0.236
H4 1.5712 1.0211 -0.6619  0.230
H5 1.5595 1.4246 1.0413  0.232
H6 2.9068 -0.6698 0.5420  0.179
H7 1.5622 -0.9656 1.6684  0.157
H8 0.4754 -1.7312 -0.2179  0.468

(4)
Here is an isolated molecule of C5H8O from the Open Molecules 2025 dataset. Energies are from wB97M-V/def2-TZVPD.

Results
- E_tot: -7358.0061 eV
- HOMO (alpha / beta): -8.26 / -8.26 eV
- Lowest unoccupied orbital energy (alpha / beta): -0.64 / -0.64 eV
- Kohn-Sham gap (alpha / beta): 7.616 / 7.617 eV
- Total charge: 0
- Relative energy (zero: lowest compared OMol25 entry of this formula, charge and spin): 97.99 kcal per mole

Last column: natural (NBO) charge in e.
Cartesian coordinates (Å):
C1 -2.3676 0.0578 -1.3021  -0.220
C2 -1.2904 0.3942 -0.5635  -0.411
C3 -0.1351 -0.4646 -0.6275  0.100
C4 0.7521 -0.5141 0.5574  -0.085
C5 2.0605 0.1992 0.1724  -0.596
O1 0.3435 0.0669 1.7985  -0.732
H1 -3.3010 0.6146 -1.2432  0.194
H2 -1.3659 1.2658 0.0960  0.209
H3 -2.3507 -0.8209 -1.9421  0.207
H4 1.0008 -1.5794 0.7103  0.203
H5 1.8713 1.2596 -0.0226  0.211
H6 2.7516 0.1308 1.0178  0.226
H7 2.5146 -0.2533 -0.7108  0.228
H8 -0.4837 -0.3566 2.0594  0.466

(5)
Here is an isolated molecule of C5H8O from the Open Molecules 2025 dataset. Energies are from wB97M-V/def2-TZVPD.

Results
- Structure (SMILES): CC(=O)C1CC1
- E_tot: -7360.9828 eV
- HOMO: -9.50 eV
- Lowest unoccupied orbital energy: 1.06 eV
- Kohn-Sham gap: 10.562 eV
- Total charge: 0
- Relative energy (zero: lowest compared OMol25 entry of this formula, charge and spin): 29.34 kcal per mole

Last column: natural (NBO) charge in e.
Cartesian coordinates (Å):
C1 1.1738 -0.9779 0.9538  -0.728
C2 -0.0857 0.9255 -0.2425  -0.341
C3 -0.4097 0.2106 -1.5208  -0.411
C4 -1.3751 0.1188 -0.3916  -0.383
C5 0.5198 0.3808 0.9979  0.595
O1 0.3826 0.9990 2.0344  -0.560
H1 2.2212 -0.8079 1.2144  0.248
H2 0.7271 -1.6308 1.7073  0.240
H3 1.1254 -1.4502 -0.0321  0.212
H4 -0.0620 2.0113 -0.2813  0.241
H5 -0.7113 0.8857 -2.3165  0.227
H6 0.1251 -0.6749 -1.8526  0.217
H7 -2.3278 0.6303 -0.3655  0.228
H8 -1.3737 -0.8308 0.1496  0.215

(6)
Here is an isolated molecule of C5H8O from the Open Molecules 2025 dataset. Energies are from wB97M-V/def2-TZVPD.

Results
- E_tot: -7357.9646 eV
- HOMO: -8.73 eV
- Lowest unoccupied orbital energy: -0.03 eV
- Kohn-Sham gap: 8.701 eV
- Total charge: 0
- Relative energy (zero: lowest compared OMol25 entry of this formula, charge and spin): 98.95 kcal per mole

Last column: natural (NBO) charge in e.
Cartesian coordinates (Å):
C1 0.9089 -0.3805 -1.1856  -0.673
C2 0.2775 -0.0451 1.4871  0.186
C3 -0.6348 -0.9292 0.7134  -0.615
C4 -0.5654 -0.1749 -0.6058  0.092
O1 -0.8255 1.1765 -0.2471  -0.525
C5 -0.0533 1.2923 0.9445  -0.306
H1 1.0588 -1.4474 -1.4060  0.217
H2 1.8493 -0.0668 -0.6603  0.229
H3 0.8978 0.1860 -2.1106  0.220
H4 -0.3308 -1.9747 0.6774  0.231
H5 -1.5938 -0.8798 1.2651  0.263
H6 -1.2893 -0.4565 -1.3761  0.205
H7 -0.5741 1.8574 1.7282  0.251
H8 0.8746 1.8426 0.7757  0.227

(7)
Here is a structure of composition C5H8O from the Open Molecules 2025 dataset. Energies are from wB97M-V/def2-TZVPD.

Results
- E_tot: -7355.1782 eV
- HOMO: -8.53 eV
- Lowest unoccupied orbital energy: 0.62 eV
- Kohn-Sham gap: 9.151 eV
- Total charge: 0
- Relative energy (zero: lowest compared OMol25 entry of this formula, charge and spin): 163.20 kcal per mole

Last column: natural (NBO) charge in e.
Cartesian coordinates (Å):
C1 1.3330 0.4081 -0.8225  -0.470
C2 0.7928 0.8483 0.4871  -0.213
C3 -0.5600 0.9812 0.6924  0.046
O1 -1.3659 0.2645 -0.1318  -0.436
C4 -0.7531 -0.8727 -0.5081  0.084
C5 0.6165 -0.8706 -0.5803  -0.233
H1 1.0498 0.9976 -1.7179  0.202
H2 2.4190 0.2912 -0.7865  0.219
H3 1.4913 1.2720 1.1816  0.221
H4 -0.9234 1.9344 1.0521  0.224
H5 -1.8568 -0.3606 1.8324  -0.031
H6 -1.3058 -1.5458 -1.1403  0.219
H7 -2.0899 -1.5555 1.1590  -0.052
H8 1.1524 -1.7920 -0.7174  0.222

(8)
Here is an isolated molecule of C5H8O from the Open Molecules 2025 dataset. Energies are from wB97M-V/def2-TZVPD.

Results
- Structure (SMILES): O[C@@H]1C=CCC1
- E_tot: -7360.6089 eV
- HOMO: -9.31 eV
- Lowest unoccupied orbital energy: 0.92 eV
- Kohn-Sham gap: 10.229 eV
- Total charge: 0
- Relative energy (zero: lowest compared OMol25 entry of this formula, charge and spin): 37.97 kcal per mole

Last column: natural (NBO) charge in e.
Cartesian coordinates (Å):
O1 -1.2734 1.1480 1.6353  -0.730
C1 -0.5140 0.9510 0.4002  0.074
C2 1.0633 0.5819 0.1271  -0.421
C3 1.0983 -0.9011 -0.3265  -0.455
C4 -0.3047 -1.0644 -0.8529  -0.157
C5 -1.1682 -0.1589 -0.3958  -0.249
H1 -1.7929 0.3715 1.9311  0.473
H2 -0.5788 1.9681 -0.0156  0.183
H3 1.3982 1.1361 -0.7792  0.211
H4 1.7964 0.8466 0.9035  0.221
H5 1.8388 -1.2388 -1.0790  0.217
H6 1.2648 -1.5601 0.5367  0.212
H7 -0.5728 -1.8015 -1.6023  0.208
H8 -2.2492 -0.2957 -0.5019  0.214

(9)
Here is an isolated molecule of C5H8O2 from the Open Molecules 2025 dataset. Energies are from wB97M-V/def2-TZVPD.

Results
- E_tot: -9405.4802 eV
- HOMO (alpha / beta): -7.58 / -7.58 eV
- Lowest unoccupied orbital energy (alpha / beta): 0.14 / 0.14 eV
- Kohn-Sham gap (alpha / beta): 7.728 / 7.727 eV
- Total charge: 0
- Relative energy (zero: lowest compared OMol25 entry of this formula, charge and spin): 100.36 kcal per mole

Last column: natural (NBO) charge in e.
Cartesian coordinates (Å):
C1 -1.1932 -1.0685 0.9482  -0.642
C2 0.6677 0.5127 0.0220  0.122
C3 -0.4838 -0.4829 -0.2412  -0.341
C4 1.7431 0.3712 -0.8413  0.268
C5 -0.9085 0.7635 -0.7599  -0.238
O1 0.8050 1.2232 1.2096  -0.696
O2 1.6061 -0.5077 -1.8047  -0.644
H1 0.8709 0.5945 1.9383  0.476
H2 0.6542 -0.9722 -1.5185  0.469
H3 2.7151 0.8224 -0.6774  0.197
H4 -0.5547 -1.7739 1.4848  0.211
H5 -1.5477 -0.3123 1.6640  0.190
H6 -2.0709 -1.6213 0.6080  0.229
H7 -0.6394 1.0678 -1.7655  0.206
H8 -1.6638 1.3837 -0.2664  0.194

(10)
Here is an isolated molecule of C5H8O2 from the Open Molecules 2025 dataset. Energies are from wB97M-V/def2-TZVPD.

Results
- Structure (SMILES): C=CO[C@@]1(C)CO1
- E_tot: -9406.6273 eV
- HOMO: -8.97 eV
- Lowest unoccupied orbital energy: 0.93 eV
- Kohn-Sham gap: 9.897 eV
- Total charge: 0
- Relative energy (zero: lowest compared OMol25 entry of this formula, charge and spin): 73.91 kcal per mole

Last column: natural (NBO) charge in e.
Cartesian coordinates (Å):
C1 2.1840 -1.3388 -0.7130  -0.503
C2 1.1200 -0.7442 -0.1247  0.115
C3 -0.3437 0.9967 1.4319  -0.133
C4 -0.6157 0.7534 0.0014  0.476
C5 -1.7858 0.1499 -0.6484  -0.664
O1 -0.6164 2.0595 0.5791  -0.473
O2 0.5643 0.3596 -0.6918  -0.508
H1 2.7063 -2.2661 -0.4343  0.221
H2 2.5220 -0.7868 -1.5994  0.208
H3 0.6503 -1.0624 0.8157  0.177
H4 -1.0456 0.7211 2.1295  0.179
H5 0.7401 1.0124 1.6975  0.192
H6 -1.9225 0.3655 -1.7588  0.240
H7 -2.6499 0.6662 -0.1096  0.236
H8 -1.5073 -0.8861 -0.5752  0.234

Question: total charge of number 6 (C5H8O)?
Answer: 0

Question: Which value of total charge does entry 10 give?
Answer: 0